Density functional theory data (ωB97M-V/def2-TZVPD) for a structure of composition C51H90AsGeMgN6OP3S at a distorted geometry.

Positions of all 155 atoms, in Å:
Mg  -1.540  -0.933  0.257
C  3.246  -3.996  -0.898
C  3.606  -2.690  -1.609
C  5.112  -2.425  -1.508
P  2.502  -1.271  -1.112
C  3.382  -0.908  0.486
N  2.990  0.223  1.338
Ge  1.017  0.959  1.556
N  0.837  2.721  0.796
C  -0.183  3.001  -0.204
P  -1.651  1.895  -0.175
C  -2.502  2.342  1.427
C  -4.025  2.222  1.304
C  -2.089  3.670  2.064
C  -2.699  2.655  -1.500
C  -2.968  4.154  -1.356
C  -2.128  2.357  -2.891
C  2.019  3.448  0.650
C  2.305  4.349  -0.374
C  3.573  4.922  -0.465
C  4.573  4.608  0.443
C  4.278  3.753  1.505
C  3.011  3.225  1.611
N  2.547  2.408  2.709
C  3.449  1.474  3.288
C  4.007  1.617  4.544
C  4.885  0.649  5.015
C  5.199  -0.464  4.226
C  4.612  -0.639  2.994
C  3.692  0.320  2.503
C  1.688  3.089  3.655
C  1.948  4.348  4.155
C  1.110  4.888  5.126
C  0.041  4.131  5.585
C  -0.235  2.875  5.053
C  0.572  2.346  4.037
N  0.346  1.149  3.371
C  -0.762  0.373  3.890
P  -1.216  -1.104  2.905
C  -2.750  -1.607  3.806
C  -3.929  -0.725  3.376
C  -2.623  -1.597  5.332
C  0.090  -2.376  3.300
C  -0.525  -3.739  3.640
C  1.098  -1.960  4.374
C  3.135  0.070  -2.229
C  2.192  1.272  -2.124
C  3.233  -0.406  -3.681
H  3.914  -4.796  -1.232
H  2.224  -4.301  -1.113
H  3.356  -3.918  0.192
H  3.348  -2.821  -2.662
H  5.449  -2.440  -0.467
H  5.415  -1.474  -1.950
H  5.657  -3.219  -2.027
H  4.435  -0.751  0.247
H  3.330  -1.849  1.049
H  0.205  2.943  -1.229
H  -0.556  4.017  -0.060
H  -2.173  1.550  2.101
H  -4.448  3.057  0.741
H  -4.478  2.237  2.298
H  -4.334  1.301  0.814
H  -2.434  4.527  1.483
H  -1.009  3.751  2.191
H  -2.543  3.749  3.056
H  -3.648  2.121  -1.410
H  -2.073  4.739  -1.582
H  -3.327  4.446  -0.372
H  -3.733  4.443  -2.083
H  -1.228  2.951  -3.080
H  -2.864  2.629  -3.655
H  -1.866  1.311  -3.034
H  1.554  4.594  -1.114
H  3.781  5.617  -1.270
H  5.559  5.046  0.352
H  5.024  3.519  2.259
H  3.764  2.487  5.142
H  5.347  0.771  5.988
H  5.901  -1.203  4.592
H  4.853  -1.517  2.409
H  2.809  4.900  3.793
H  1.306  5.872  5.533
H  -0.601  4.524  6.366
H  -1.084  2.317  5.428
H  -1.680  0.971  3.959
H  -0.551  0.034  4.907
H  -2.950  -2.623  3.466
H  -3.825  0.289  3.770
H  -4.866  -1.131  3.768
H  -4.025  -0.652  2.295
H  -2.572  -0.574  5.714
H  -1.746  -2.135  5.695
H  -3.506  -2.064  5.775
H  0.628  -2.480  2.355
H  -0.902  -3.753  4.664
H  0.242  -4.513  3.561
H  -1.342  -4.021  2.977
H  0.629  -1.892  5.360
H  1.581  -1.004  4.159
H  1.877  -2.725  4.438
H  4.125  0.370  -1.875
H  1.179  0.985  -2.432
H  2.532  2.092  -2.764
H  2.151  1.654  -1.104
H  2.302  -0.890  -3.999
H  4.057  -1.105  -3.845
H  3.401  0.456  -4.334
C  -5.759  -0.161  -0.816
As  -4.139  -1.232  -0.610
C  -4.935  -2.746  0.315
C  -4.041  -1.857  -2.445
H  -6.518  -0.781  -1.289
H  -5.563  0.704  -1.448
H  -6.128  0.182  0.148
H  -5.525  -3.333  -0.388
H  -5.586  -2.372  1.102
H  -4.151  -3.369  0.742
H  -4.918  -2.454  -2.680
H  -3.134  -2.443  -2.577
H  -4.000  -0.992  -3.103
C  -2.216  -4.928  -0.779
C  -1.096  -3.895  -0.684
C  -0.428  -3.738  -2.046
C  -0.066  -4.382  0.327
O  -1.652  -2.674  -0.253
H  -1.842  -5.885  -1.157
H  -3.002  -4.576  -1.455
H  -2.661  -5.101  0.207
H  0.022  -4.686  -2.370
H  0.351  -2.973  -2.006
H  -1.149  -3.428  -2.807
H  0.390  -5.327  0.013
H  -0.542  -4.545  1.294
H  0.725  -3.635  0.440
C  -1.343  -2.799  -5.764
N  -0.723  -1.625  -6.366
C  0.134  -1.956  -7.511
C  -0.483  -0.506  -5.617
S  -0.515  -0.538  -3.925
N  -0.235  0.620  -6.339
C  -0.770  0.832  -7.686
C  0.306  1.831  -5.740
H  -1.829  -3.368  -6.558
H  -2.082  -2.502  -5.027
H  -0.601  -3.436  -5.273
H  0.689  -2.869  -7.282
H  0.856  -1.168  -7.696
H  -0.446  -2.128  -8.420
H  -1.479  0.053  -7.944
H  0.015  0.869  -8.444
H  -1.294  1.790  -7.700
H  0.753  1.608  -4.781
H  -0.486  2.571  -5.595
H  1.057  2.254  -6.408

Computed properties:
- max |F| (hartree/bohr) = 0.034
- E_LUMO (spin up / spin down) (eV) = -1.3 / -4.2
- multiplicity = 2
- ΔE to the lowest compared entry with this formula, charge and spin (kJ/mol) = 6.3
- net charge = +1